Record 1
A 6-piece molecular cluster, C34H80BN4O17 overall, computed with ωB97M-V/def2-TZVPD.

Element x y z (Å)
1 C -1.083 -1.182 2.414
2 N -0.308 -1.470 3.672
3 C 0.695 -0.701 4.103
4 N 1.417 -0.957 5.344
5 C 2.317 0.149 5.349
6 N 2.190 0.980 4.202
7 C 3.032 2.192 4.018
8 B 2.159 3.574 4.213
9 O 0.729 3.636 4.130
10 O 2.907 4.762 4.450
11 N 1.201 0.450 3.441
12 H -0.993 -2.004 1.644
13 H -0.770 -0.206 1.927
14 H -2.166 -1.059 2.768
15 H -0.574 -2.257 4.267
16 H 3.076 0.404 6.149
17 H 3.780 2.192 4.885
18 H 3.535 2.262 3.003
19 H 0.306 3.666 5.011
20 H 2.402 5.382 5.014
21 H 0.960 0.910 2.561
22 C 2.574 2.822 -1.788
23 O 2.820 1.436 -1.934
24 C 2.878 0.765 -0.685
25 C 2.624 -0.726 -0.872
26 O 1.238 -1.043 -1.002
27 C 0.641 -0.711 -2.259
28 C 1.073 -1.637 -3.387
29 O 2.343 -1.240 -3.892
30 C 2.980 -2.279 -4.612
31 H 3.367 3.295 -1.200
32 H 2.553 3.272 -2.780
33 H 1.601 2.988 -1.313
34 H 2.132 1.180 0.006
35 H 3.882 0.917 -0.270
36 H 2.951 -1.238 0.038
37 H 3.205 -1.139 -1.697
38 H 0.802 0.339 -2.506
39 H -0.435 -0.843 -2.109
40 H 0.353 -1.575 -4.210
41 H 1.116 -2.668 -3.019
42 H 3.168 -3.136 -3.957
43 H 3.938 -1.905 -4.973
44 H 2.371 -2.585 -5.468
45 C 3.287 8.790 -7.254
46 O 4.180 7.743 -6.920
47 C 5.527 8.194 -6.829
48 C 6.351 7.225 -5.993
49 O 6.171 7.409 -4.588
50 C 4.937 6.931 -4.053
51 C 4.869 5.412 -3.975
52 O 4.522 4.865 -5.243
53 C 4.863 3.496 -5.345
54 H 3.551 9.229 -8.221
55 H 2.280 8.374 -7.317
56 H 3.295 9.559 -6.475
57 H 5.565 9.193 -6.379
58 H 5.933 8.239 -7.846
59 H 7.407 7.440 -6.177
60 H 6.181 6.188 -6.282
61 H 4.086 7.352 -4.592
62 H 4.896 7.324 -3.033
63 H 4.091 5.114 -3.262
64 H 5.836 5.018 -3.644
65 H 5.945 3.364 -5.243
66 H 4.565 3.144 -6.333
67 H 4.338 2.909 -4.584
68 C -2.893 -8.439 3.753
69 O -3.647 -7.267 4.006
70 C -2.886 -6.275 4.682
71 C -3.514 -4.902 4.482
72 O -3.189 -4.318 3.218
73 C -3.869 -4.872 2.088
74 C -5.336 -4.474 2.021
75 O -6.112 -5.299 2.882
76 C -7.365 -4.718 3.192
77 H -2.538 -8.881 4.689
78 H -3.538 -9.156 3.245
79 H -2.046 -8.211 3.098
80 H -1.855 -6.266 4.310
81 H -2.884 -6.526 5.749
82 H -3.083 -4.227 5.228
83 H -4.591 -4.916 4.648
84 H -3.734 -5.954 2.039
85 H -3.364 -4.448 1.214
86 H -5.710 -4.616 1.000
87 H -5.444 -3.421 2.305
88 H -7.225 -3.771 3.724
89 H -7.904 -5.403 3.846
90 H -7.951 -4.558 2.282
91 C -4.158 -9.174 8.651
92 O -3.184 -8.485 9.411
93 C -2.509 -7.495 8.646
94 C -1.876 -6.458 9.564
95 O -2.810 -5.486 10.034
96 C -3.713 -5.932 11.048
97 C -3.048 -6.109 12.405
98 O -2.372 -7.361 12.466
99 C -1.401 -7.393 13.494
100 H -3.697 -9.680 7.796
101 H -4.626 -9.921 9.293
102 H -4.933 -8.481 8.306
103 H -3.208 -7.000 7.961
104 H -1.726 -7.999 8.065
105 H -1.146 -5.892 8.976
106 H -1.333 -6.918 10.390
107 H -4.246 -6.832 10.732
108 H -4.458 -5.136 11.139
109 H -3.809 -6.104 13.193
110 H -2.342 -5.289 12.577
111 H -0.628 -6.640 13.313
112 H -0.931 -8.378 13.487
113 H -1.868 -7.228 14.471
114 C 2.019 5.038 -8.967
115 O 0.803 5.177 -9.676
116 C 0.180 3.922 -9.924
117 C -1.305 4.116 -10.200
118 O -2.076 4.286 -9.010
119 C -1.959 5.558 -8.371
120 C -2.674 6.672 -9.123
121 O -1.866 7.144 -10.195
122 C -2.622 7.842 -11.165
123 H 2.729 4.427 -9.533
124 H 2.446 6.031 -8.820
125 H 1.837 4.593 -7.983
126 H 0.309 3.256 -9.063
127 H 0.662 3.478 -10.803
128 H -1.683 3.195 -10.656
129 H -1.489 4.922 -10.910
130 H -0.914 5.804 -8.171
131 H -2.451 5.437 -7.401
132 H -2.856 7.515 -8.447
133 H -3.631 6.299 -9.505
134 H -3.367 7.180 -11.617
135 H -1.941 8.180 -11.948
136 H -3.112 8.714 -10.720

Properties
HOMO energy, eV: -10.163
DFT total energy, eV: -77985.73490
Strongest force on any atom, eV/Å: 5.83
Kohn-Sham gap, eV: 7.3
Charge: +1

Results of the Löwdin charge analysis, in e, for atoms 1 through 99:
1 C -0.023
2 N 0.039
3 C -0.261
4 N 0.138
5 C -0.007
6 N -0.120
7 C 0.004
8 B -0.480
9 O 0.100
10 O 0.127
11 N 0.153
12 H 0.106
13 H 0.086
14 H 0.112
15 H 0.162
16 H 0.158
17 H 0.145
18 H 0.141
19 H 0.117
20 H 0.121
21 H 0.171
22 C -0.104
23 O -0.196
24 C -0.210
25 C -0.175
26 O -0.152
27 C -0.171
28 C -0.196
29 O -0.207
30 C -0.103
31 H 0.089
32 H 0.081
33 H 0.088
34 H 0.107
35 H 0.127
36 H 0.123
37 H 0.124
38 H 0.121
39 H 0.125
40 H 0.130
41 H 0.129
42 H 0.088
43 H 0.091
44 H 0.090
45 C -0.108
46 O -0.216
47 C -0.195
48 C -0.173
49 O -0.132
50 C -0.175
51 C -0.197
52 O -0.205
53 C -0.100
54 H 0.090
55 H 0.085
56 H 0.088
57 H 0.128
58 H 0.128
59 H 0.128
60 H 0.119
61 H 0.121
62 H 0.126
63 H 0.107
64 H 0.130
65 H 0.090
66 H 0.089
67 H 0.077
68 C -0.101
69 O -0.199
70 C -0.194
71 C -0.171
72 O -0.162
73 C -0.173
74 C -0.200
75 O -0.204
76 C -0.104
77 H 0.085
78 H 0.092
79 H 0.088
80 H 0.127
81 H 0.108
82 H 0.122
83 H 0.123
84 H 0.123
85 H 0.122
86 H 0.128
87 H 0.125
88 H 0.087
89 H 0.091
90 H 0.089
91 C -0.102
92 O -0.200
93 C -0.207
94 C -0.175
95 O -0.138
96 C -0.173
97 C -0.198
98 O -0.206
99 C -0.109


Record 2
A 11-piece molecular cluster, C34H81BF4N3O6P overall, computed with ωB97M-V/def2-TZVPD.

Element x y z (Å)
1 C 74.375 45.341 81.153
2 C 73.879 44.960 82.572
3 C 73.359 43.521 82.643
4 C 72.081 43.364 81.607
5 P 71.203 41.794 81.789
6 C 72.296 40.296 81.706
7 C 71.742 38.926 82.280
8 C 72.638 37.695 82.162
9 C 73.755 37.713 83.148
10 C 70.420 41.874 83.350
11 C 69.136 42.814 83.483
12 C 68.425 42.870 84.801
13 C 69.387 43.597 85.767
14 C 70.064 41.484 80.438
15 C 70.634 41.686 79.016
16 C 69.433 41.619 77.992
17 C 68.601 42.921 77.822
18 H 74.953 44.562 80.833
19 H 75.027 46.395 81.276
20 H 73.456 45.406 80.335
21 H 73.085 45.765 82.840
22 H 74.649 44.827 83.244
23 H 72.979 43.350 83.666
24 H 74.106 42.857 82.639
25 H 72.428 43.546 80.549
26 H 71.444 44.046 81.975
27 H 73.400 40.518 82.102
28 H 72.337 40.129 80.629
29 H 70.789 38.875 81.777
30 H 71.391 39.188 83.463
31 H 72.901 37.660 81.095
32 H 72.003 36.725 82.513
33 H 74.429 36.955 83.021
34 H 73.185 37.672 84.167
35 H 74.300 38.701 83.151
36 H 71.145 42.020 84.304
37 H 70.141 40.733 83.339
38 H 68.387 42.660 82.605
39 H 69.691 43.717 83.224
40 H 68.128 41.897 85.224
41 H 67.550 43.331 84.915
42 H 69.783 44.498 85.473
43 H 70.044 42.889 86.202
44 H 68.787 43.669 86.589
45 H 69.263 42.114 80.255
46 H 69.619 40.449 80.489
47 H 71.424 40.800 78.789
48 H 71.061 42.574 78.919
49 H 68.639 40.891 78.285
50 H 69.906 41.438 77.011
51 H 69.124 43.805 77.590
52 H 67.811 43.384 78.485
53 H 67.941 42.769 77.004
54 B 73.093 33.729 85.527
55 F 72.968 35.030 85.478
56 F 73.599 33.209 84.386
57 F 73.979 33.396 86.576
58 F 71.887 33.124 85.763
59 C 69.696 36.584 85.662
60 C 68.383 37.090 85.139
61 N 67.376 37.544 84.794
62 H 70.517 36.669 84.987
63 H 69.974 37.247 86.436
64 H 69.368 35.520 86.036
65 C 70.060 30.898 84.129
66 C 68.738 30.650 83.193
67 N 67.765 30.529 82.641
68 H 69.915 30.404 85.037
69 H 70.831 30.390 83.823
70 H 70.373 32.019 84.021
71 C 72.775 37.166 88.180
72 C 71.329 37.344 88.936
73 N 70.415 37.567 89.480
74 H 72.877 38.190 87.707
75 H 73.702 37.019 89.004
76 H 72.599 36.323 87.531
77 C 71.670 34.039 80.122
78 C 72.487 34.020 81.426
79 O 71.748 34.232 82.617
80 H 72.383 33.789 79.171
81 H 71.443 35.131 80.191
82 H 70.789 33.377 80.136
83 H 73.281 34.732 81.270
84 H 73.060 33.204 81.379
85 H 72.336 34.191 83.253
86 C 69.265 34.361 89.653
87 C 70.444 33.833 88.702
88 O 69.902 33.193 87.505
89 H 68.770 33.451 89.802
90 H 68.707 35.191 89.311
91 H 69.595 34.565 90.788
92 H 70.991 33.086 89.306
93 H 70.893 34.580 88.511
94 H 70.673 33.346 87.072
95 C 73.764 29.851 83.051
96 C 73.208 28.464 83.279
97 O 72.402 28.389 84.439
98 H 74.345 29.746 82.119
99 H 74.146 30.383 83.817
100 H 72.893 30.400 82.880
101 H 74.044 27.894 83.494
102 H 72.728 27.901 82.457
103 H 72.594 29.248 84.924
104 C 72.072 29.113 87.891
105 C 72.420 30.530 87.590
106 O 72.739 30.702 86.231
107 H 71.621 28.964 88.925
108 H 72.971 28.418 88.142
109 H 71.428 28.602 87.179
110 H 73.255 30.890 88.164
111 H 71.343 31.057 87.732
112 H 72.678 31.796 85.931
113 C 76.699 33.708 82.078
114 C 77.088 34.621 83.260
115 O 76.499 34.028 84.400
116 H 75.663 33.560 82.007
117 H 77.064 32.750 82.305
118 H 77.064 34.104 81.257
119 H 76.628 35.492 83.000
120 H 78.225 34.653 83.376
121 H 75.572 33.989 84.379
122 C 76.443 32.929 90.669
123 C 75.979 33.223 89.216
124 O 74.743 33.835 89.318
125 H 76.572 34.045 91.276
126 H 77.366 32.487 90.737
127 H 75.635 32.507 91.217
128 H 75.835 32.364 88.697
129 H 76.880 33.728 88.762
130 H 74.262 33.822 88.346

Properties
Energy above the lowest of the compared OMol25 structures with the same formula, charge and spin, kcal per mole: 0.00
HOMO energy, eV: -8.553
DFT total energy, eV: -74151.65706
Strongest force on any atom, eV/Å: 13.10
Kohn-Sham gap, eV: 7.9

Results of the Löwdin charge analysis, in e, for atoms 1 through 99:
1 C -0.118
2 C -0.273
3 C -0.194
4 C -0.209
5 P 0.962
6 C -0.244
7 C -0.254
8 C -0.286
9 C -0.103
10 C -0.287
11 C -0.225
12 C -0.223
13 C -0.081
14 C -0.275
15 C -0.224
16 C -0.210
17 C -0.122
18 H 0.013
19 H 0.141
20 H 0.118
21 H 0.143
22 H 0.075
23 H 0.105
24 H 0.054
25 H 0.098
26 H 0.033
27 H 0.132
28 H 0.064
29 H 0.080
30 H 0.155
31 H 0.113
32 H 0.152
33 H 0.028
34 H 0.112
35 H 0.081
36 H 0.157
37 H 0.102
38 H 0.139
39 H 0.083
40 H 0.134
41 H 0.062
42 H 0.059
43 H 0.065
44 H 0.047
45 H 0.058
46 H 0.132
47 H 0.154
48 H 0.037
49 H 0.121
50 H 0.114
51 H 0.048
52 H 0.094
53 H 0.055
54 B -1.480
55 F 0.243
56 F 0.199
57 F 0.127
58 F 0.159
59 C -0.043
60 C -0.271
61 N 0.101
62 H 0.046
63 H 0.034
64 H 0.131
65 C 0.005
66 C -0.208
67 N 0.077
68 H 0.051
69 H -0.048
70 H 0.111
71 C -0.022
72 C -0.280
73 N 0.123
74 H 0.065
75 H 0.146
76 H 0.014
77 C -0.070
78 C -0.339
79 O -0.003
80 H 0.130
81 H 0.061
82 H 0.073
83 H 0.093
84 H 0.056
85 H -0.051
86 C -0.061
87 C -0.226
88 O -0.047
89 H 0.032
90 H 0.032
91 H 0.117
92 H 0.128
93 H -0.034
94 H -0.037
95 C -0.064
96 C -0.321
97 O -0.106
98 H 0.097
99 H 0.035


Record 3
A 5-piece molecular cluster, C34H81F3N12O7P4 overall, computed with ωB97M-V/def2-TZVPD.

Element x y z (Å)
1 O 1.255 -6.117 6.297
2 C 0.958 -5.473 5.277
3 C 1.652 -5.757 3.855
4 C 2.055 -4.649 3.065
5 C 1.717 -3.218 3.709
6 O 2.487 -2.244 3.661
7 C 0.303 -3.155 4.470
8 C -0.639 -1.861 4.286
9 C -1.382 -2.088 2.855
10 O -2.773 -2.455 3.002
11 C -2.942 -3.877 3.084
12 C -3.904 -4.201 4.344
13 F -3.941 -3.036 5.159
14 F -3.422 -5.242 5.159
15 F -5.187 -4.542 3.905
16 C -0.099 -4.265 5.260
17 H 1.834 -6.806 3.454
18 H 2.543 -4.739 2.050
19 H 0.011 -0.916 4.250
20 H -1.454 -1.800 5.072
21 H -0.839 -2.916 2.267
22 H -1.289 -1.152 2.197
23 H -3.470 -4.327 2.165
24 H -1.984 -4.462 3.247
25 H -1.084 -4.324 5.810
26 C 6.815 -2.451 -1.460
27 N 5.455 -2.083 -1.769
28 C 4.918 -2.878 -2.864
29 P 4.326 -1.141 -0.905
30 O 3.632 -2.364 -0.273
31 N 4.881 -0.547 0.615
32 C 6.254 -0.537 1.075
33 C 4.007 -0.808 1.763
34 N 5.017 0.301 -1.646
35 C 6.094 0.418 -2.607
36 C 4.652 1.600 -1.084
37 H 7.430 -2.381 -2.370
38 H 6.890 -3.476 -1.081
39 H 7.316 -1.794 -0.759
40 H 4.673 -2.234 -3.716
41 H 4.014 -3.416 -2.571
42 H 5.631 -3.629 -3.222
43 H 6.609 -1.546 1.311
44 H 6.353 0.063 1.987
45 H 6.918 -0.058 0.355
46 H 4.150 -1.822 2.151
47 H 2.957 -0.686 1.492
48 H 4.199 -0.104 2.580
49 H 7.071 0.335 -2.121
50 H 6.070 1.385 -3.121
51 H 6.025 -0.318 -3.409
52 H 5.405 1.946 -0.370
53 H 3.687 1.552 -0.571
54 H 4.545 2.365 -1.860
55 C -8.097 -2.919 0.080
56 N -6.761 -2.771 -0.443
57 C -5.998 -1.773 0.299
58 P -5.869 -3.740 -1.524
59 O -5.161 -4.484 -0.374
60 N -6.693 -5.158 -2.056
61 C -8.107 -5.431 -1.898
62 C -5.959 -6.418 -1.916
63 N -6.658 -2.867 -2.834
64 C -7.611 -1.778 -2.773
65 C -6.555 -3.417 -4.184
66 H -8.595 -1.938 0.097
67 H -8.099 -3.314 1.102
68 H -8.756 -3.532 -0.522
69 H -5.724 -0.940 -0.358
70 H -5.082 -2.192 0.722
71 H -6.568 -1.351 1.135
72 H -8.364 -5.642 -0.854
73 H -8.402 -6.306 -2.489
74 H -8.721 -4.617 -2.285
75 H -6.028 -6.811 -0.892
76 H -4.905 -6.287 -2.165
77 H -6.347 -7.182 -2.598
78 H -8.620 -2.145 -2.559
79 H -7.661 -1.234 -3.722
80 H -7.337 -1.020 -2.039
81 H -7.431 -4.021 -4.437
82 H -5.664 -4.044 -4.287
83 H -6.459 -2.628 -4.937
84 C -2.507 -0.403 -3.899
85 N -3.709 0.382 -4.044
86 C -4.685 -0.281 -4.895
87 P -4.272 1.737 -3.177
88 O -5.179 0.900 -2.253
89 N -3.258 2.248 -1.880
90 C -1.891 1.825 -1.650
91 C -3.914 2.421 -0.581
92 N -3.320 2.769 -4.241
93 C -2.483 2.408 -5.368
94 C -3.124 4.163 -3.848
95 H -2.102 -0.642 -4.894
96 H -2.691 -1.348 -3.375
97 H -1.689 0.105 -3.402
98 H -4.879 0.321 -5.791
99 H -5.634 -0.438 -4.376
100 H -4.344 -1.265 -5.235
101 H -1.840 0.784 -1.314
102 H -1.420 2.440 -0.875
103 H -1.270 1.971 -2.535
104 H -4.031 1.461 -0.059
105 H -4.901 2.872 -0.698
106 H -3.342 3.091 0.068
107 H -1.507 2.040 -5.036
108 H -2.298 3.267 -6.021
109 H -2.948 1.666 -6.018
110 H -2.171 4.297 -3.328
111 H -3.927 4.502 -3.188
112 H -3.136 4.835 -4.713
113 C 6.040 3.953 2.931
114 N 6.419 4.956 1.965
115 C 7.565 4.535 1.172
116 P 5.597 6.345 1.413
117 O 5.026 5.627 0.174
118 N 4.032 6.570 2.101
119 C 3.503 5.877 3.258
120 C 2.938 6.789 1.152
121 N 6.241 7.225 2.796
122 C 7.131 6.771 3.846
123 C 5.656 8.527 3.113
124 H 6.910 3.697 3.554
125 H 5.686 3.032 2.453
126 H 5.294 4.271 3.648
127 H 8.412 5.209 1.340
128 H 7.340 4.529 0.102
129 H 7.901 3.524 1.430
130 H 3.282 4.828 3.036
131 H 2.569 6.342 3.595
132 H 4.173 5.952 4.115
133 H 2.574 5.841 0.733
134 H 3.257 7.430 0.327
135 H 2.093 7.295 1.628
136 H 6.591 6.196 4.604
137 H 7.610 7.612 4.358
138 H 7.962 6.176 3.465
139 H 4.885 8.437 3.884
140 H 5.205 8.981 2.226
141 H 6.410 9.236 3.468

Properties
HOMO energy, eV: -7.382
DFT total energy, eV: -114077.66605
Strongest force on any atom, eV/Å: 7.79
Kohn-Sham gap, eV: 6.5
SMILES string: O=C1C=CC(=O)C(CCOCC(F)(F)F)=C1.CN(C)P(=O)(N(C)C)N(C)C.CN(C)P(=O)(N(C)C)N(C)C.CN(C)P(=O)(N(C)C)N(C)C.CN(C)P(=O)(N(C)C)N(C)C

Results of the Löwdin charge analysis, in e, for atoms 1 through 99:
1 O 0.052
2 C -0.302
3 C 0.017
4 C 0.028
5 C -0.253
6 O 0.053
7 C -0.116
8 C -0.071
9 C -0.176
10 O -0.156
11 C -0.074
12 C -0.390
13 F 0.057
14 F 0.063
15 F 0.083
16 C 0.054
17 H 0.119
18 H 0.120
19 H 0.122
20 H 0.121
21 H 0.131
22 H 0.133
23 H 0.147
24 H 0.127
25 H 0.121
26 C -0.136
27 N -0.370
28 C -0.137
29 P 0.758
30 O -0.318
31 N -0.328
32 C -0.136
33 C -0.162
34 N -0.296
35 C -0.114
36 C -0.133
37 H 0.082
38 H 0.088
39 H 0.045
40 H 0.068
41 H 0.067
42 H 0.081
43 H 0.086
44 H 0.078
45 H 0.066
46 H 0.064
47 H 0.068
48 H 0.081
49 H 0.085
50 H 0.081
51 H 0.076
52 H 0.076
53 H 0.077
54 H 0.079
55 C -0.137
56 N -0.368
57 C -0.120
58 P 0.764
59 O -0.314
60 N -0.335
61 C -0.138
62 C -0.152
63 N -0.283
64 C -0.116
65 C -0.141
66 H 0.083
67 H 0.087
68 H 0.043
69 H 0.056
70 H 0.061
71 H 0.086
72 H 0.086
73 H 0.082
74 H 0.066
75 H 0.081
76 H 0.069
77 H 0.076
78 H 0.085
79 H 0.075
80 H 0.075
81 H 0.083
82 H 0.078
83 H 0.061
84 C -0.130
85 N -0.361
86 C -0.132
87 P 0.767
88 O -0.313
89 N -0.333
90 C -0.136
91 C -0.145
92 N -0.298
93 C -0.113
94 C -0.138
95 H 0.083
96 H 0.086
97 H 0.046
98 H 0.074
99 H 0.043


- Which of these has the lowest HOMO energy?
  C34H80BN4O17


- Number 3 is which compound?
  C34H81F3N12O7P4


- Look up the Kohn-Sham gap of the third one.
  6.5 eV


- Look up the DFT total energy of the second one.
  -74151.65706 eV